Here is a 2-piece molecular cluster, C4H8O2 overall from the Open Molecules 2025 dataset. Energies are from ωB97M-V with the def2-TZVPD basis set.

Output
HOMO in eV: -9.539
Kohn-Sham gap in eV: 9.43
Lowest unoccupied orbital energy in eV: -0.110
E_tot in eV: -8368.0628
Relative energy (zero: lowest compared OMol25 entry of this formula, charge and spin) in kJ/mol: 503.5

The geometry in ORCA input format:
```
! RIJCOSX wB97M-V def2-TZVPD def2/J DEFGRID3
* xyz 0 1
C -2.09266 0.29798 -0.13714
C -0.77254 -0.45614 -0.05039
C 0.42318 0.43220 -0.32099
O 0.35320 1.56871 -0.70851
C 1.82468 -0.20849 -0.10875
O 2.90054 0.46211 -0.40216
H -2.13470 1.09709 0.60878
H -2.93709 -0.37687 0.03041
H -2.20564 0.76204 -1.12055
H -0.74254 -1.28079 -0.77792
H -0.64344 -0.93278 0.93211
H 1.72818 -0.24473 1.35831
H 1.80687 -1.31380 -0.21859
H 2.49195 0.19347 0.91539
*
```

=====

Here is C4H8O2 in the gas phase at a distorted geometry from the Open Molecules 2025 dataset. Energies are from ωB97M-V with the def2-TZVPD basis set.

Output
HOMO in eV: -10.336
Kohn-Sham gap in eV: 11.36
SMILES: OCC[C@H]1CO1
Lowest unoccupied orbital energy in eV: 1.026
E_tot in eV: -8370.3675
Relative energy (zero: lowest compared OMol25 entry of this formula, charge and spin) in kJ/mol: 281.2

The geometry in ORCA input format:
```
! RIJCOSX wB97M-V def2-TZVPD def2/J DEFGRID3
* xyz 0 1
O -1.85300 -0.55784 0.89418
C -1.72889 0.44290 -0.09051
C -0.24859 0.72229 -0.11627
C 0.58913 -0.60197 -0.23022
C 1.99959 -0.38235 0.00860
O 1.32074 -1.32427 0.81019
H -0.94385 -0.92085 0.90929
H -2.12712 0.11500 -1.06669
H -2.24790 1.37527 0.17344
H 0.03543 1.38439 -0.95194
H -0.00933 1.25403 0.81802
H 0.28474 -1.34456 -0.97617
H 2.22692 0.52005 0.57476
H 2.70214 -0.68209 -0.75669
*
```